This record from the Open Molecules 2025 dataset describes 7 unconnected molecules or ions with the total composition C47H43NO17. The level of theory is wB97M-V/def2-TZVPD.

SMILES string: COCCCC[C@@]1(CCC(N)=O)COC(=O)O1.O=C1C=CC(=O)C=C1.O=C1C=CC(=O)C=C1.O=C1C=CC(=O)C=C1.O=C1C=CC(=O)C=C1.O=C1C=CC(=O)C=C1.O=C1C=CC(=O)C=C1
HOMO energy (eV): -9.951

Atoms and positions in Å:
C (0.7488, -3.4385, 0.1795)
O (1.0489, -2.7622, 1.4511)
C (0.7541, -1.2960, 1.3448)
C (-0.8719, -0.9950, 1.2090)
C (-1.2214, 0.2943, 0.2460)
C (-2.3108, -0.0085, -0.9401)
C (-3.7771, -0.5299, -0.4259)
C (-4.3000, -1.8379, -1.2812)
C (-4.5046, -3.1941, -0.3573)
C (-6.0543, -3.3641, 0.2197)
N (-6.1785, -3.8671, 1.6473)
O (-7.1645, -3.1344, -0.4861)
C (-4.2124, -0.3692, 1.1465)
O (-4.6130, 1.0576, 1.3236)
C (-5.3230, 1.3790, 0.0520)
O (-6.3382, 2.2738, -0.0949)
O (-4.6740, 0.5397, -0.9770)
H (0.5074, -2.6010, -0.6274)
H (-0.2423, -4.0759, 0.3373)
H (1.6256, -4.0861, -0.2499)
H (1.3928, -0.7969, 0.4824)
H (1.1633, -0.8123, 2.3565)
H (-1.2331, -0.6852, 2.3035)
H (-1.4980, -1.9694, 0.9501)
H (-0.1966, 0.5771, -0.2972)
H (-1.4829, 1.2492, 0.9119)
H (-2.4392, 1.0069, -1.5523)
H (-1.8274, -0.7849, -1.6882)
H (-3.5336, -2.1297, -2.1485)
H (-5.3532, -1.6490, -1.8093)
H (-3.7386, -3.2808, 0.5268)
H (-4.3264, -4.1551, -1.0415)
H (-5.2378, -3.7244, 2.1246)
H (-6.9150, -3.3505, 2.1831)
H (-3.5475, -0.8559, 1.9901)
H (-5.2585, -0.9079, 1.3252)
C (-0.4020, -1.0540, -4.4368)
C (-0.5634, -0.1993, -5.4516)
C (0.5623, 0.6108, -5.9573)
O (0.4150, 1.3948, -6.8848)
C (1.8729, 0.4388, -5.2996)
C (2.0343, -0.4159, -4.2848)
C (0.9086, -1.2260, -3.7791)
O (1.0559, -2.0100, -2.8516)
H (-1.2173, -1.6552, -4.0533)
H (-1.5181, -0.0623, -5.9450)
H (2.6882, 1.0399, -5.6831)
H (2.9891, -0.5529, -3.7914)
C (3.5561, -7.6272, -2.5864)
C (4.8717, -7.4618, -2.7548)
C (5.4479, -6.1298, -3.0249)
O (6.6517, -5.9778, -3.1811)
C (4.5148, -4.9881, -3.1000)
C (3.1993, -5.1535, -2.9317)
C (2.6230, -6.4855, -2.6616)
O (1.4193, -6.6375, -2.5053)
H (3.1171, -8.5974, -2.3883)
H (5.5693, -8.2890, -2.7019)
H (4.9538, -4.0179, -3.2981)
H (2.5017, -4.3262, -2.9846)
C (4.0115, 5.8361, -3.0011)
C (4.7404, 4.7221, -3.1201)
C (4.5174, 3.7758, -4.2309)
O (5.1827, 2.7549, -4.3395)
C (3.4594, 4.1087, -5.2054)
C (2.7305, 5.2226, -5.0863)
C (2.9536, 6.1690, -3.9755)
O (2.2882, 7.1898, -3.8669)
H (4.1617, 6.5404, -2.1920)
H (5.5206, 4.4642, -2.4140)
H (3.3092, 3.4044, -6.0145)
H (1.9504, 5.4806, -5.7925)
C (-3.4885, 3.5861, 6.2989)
C (-2.7596, 2.4721, 6.1799)
C (-2.9826, 1.5258, 5.0691)
O (-2.3173, 0.5049, 4.9605)
C (-4.0406, 1.8587, 4.0946)
C (-4.7695, 2.9726, 4.2137)
C (-4.5464, 3.9190, 5.3245)
O (-5.2118, 4.9398, 5.4331)
H (-3.3383, 4.2904, 7.1080)
H (-1.9794, 2.2142, 6.8860)
H (-4.1908, 1.1544, 3.2855)
H (-5.5496, 3.2306, 3.5075)
C (-6.1885, 7.0575, 10.8418)
C (-5.4596, 5.9435, 10.7228)
C (-5.6826, 4.9972, 9.6120)
O (-5.0173, 3.9764, 9.5034)
C (-6.7406, 5.3301, 8.6375)
C (-7.4695, 6.4441, 8.7565)
C (-7.2464, 7.3904, 9.8673)
O (-7.9118, 8.4112, 9.9759)
H (-6.0383, 7.7618, 11.6509)
H (-4.6794, 5.6856, 11.4289)
H (-6.8908, 4.6258, 7.8284)
H (-8.2496, 6.7020, 8.0504)
C (8.9909, -3.5223, -3.4125)
C (10.1782, -3.8130, -2.8720)
C (11.4255, -3.2289, -3.4033)
O (12.5128, -3.4960, -2.9104)
C (11.3098, -2.3104, -4.5534)
C (10.1226, -2.0196, -5.0940)
C (8.8753, -2.6037, -4.5626)
O (7.7879, -2.3366, -5.0555)
H (8.0666, -3.9426, -3.0354)
H (10.2796, -4.4843, -2.0277)
H (12.2342, -1.8900, -4.9305)
H (10.0212, -1.3483, -5.9383)

---

This record from the Open Molecules 2025 dataset describes a molecular structure, C47H44F4N8OSSeSiY. The level of theory is wB97M-V/def2-TZVPD.

Net charge: -1
HOMO energy (eV): -4.412

Atoms and positions in Å:
Y (0.8394, 0.5239, -0.1962)
O (2.6616, 0.7916, 1.2354)
C (3.8796, 0.2271, 0.7916)
C (4.1250, 0.5061, -0.6705)
C (5.3649, 0.2390, -1.2394)
C (5.5259, 0.4036, -2.6008)
C (4.4454, 0.8323, -3.3583)
C (3.2550, 1.0967, -2.7104)
N (3.0978, 0.9543, -1.3920)
H (2.8484, 1.7662, 1.3561)
H (3.8084, -0.8513, 0.9301)
H (4.7092, 0.6094, 1.3924)
H (6.1777, -0.1039, -0.6124)
H (6.4789, 0.1940, -3.0701)
H (4.5154, 0.9548, -4.4298)
H (2.3796, 1.4161, -3.2623)
F (3.2468, 6.1863, 3.3222)
C (2.2005, 6.3787, 2.5008)
F (2.6854, 6.7807, 1.3113)
F (1.5308, 7.4517, 3.0037)
C (1.2940, 5.1857, 2.3933)
C (0.0247, 5.2681, 2.9299)
C (-0.8208, 4.1737, 2.8513)
C (-0.3602, 3.0654, 2.1705)
N (0.8475, 2.9687, 1.6164)
C (1.7302, 3.9824, 1.7799)
S (3.3707, 3.7335, 1.2908)
H (-0.2931, 6.1801, 3.4158)
H (-1.8086, 4.1779, 3.2891)
H (-0.9932, 2.1952, 2.0705)
N (2.2576, 3.8519, -1.7865)
C (1.0005, 3.7117, -2.1965)
N (0.6349, 4.4434, -3.2600)
C (-0.6449, 4.3563, -3.5813)
N (-1.0626, 5.0132, -4.6864)
N (-1.5758, 3.6784, -2.8951)
C (-1.0934, 2.9262, -1.9215)
N (0.1853, 2.8436, -1.5444)
C (-2.1011, 2.1642, -1.1353)
C (-3.4454, 2.2874, -1.4465)
C (-4.3730, 1.5882, -0.6925)
C (-3.9232, 0.8158, 0.3596)
C (-2.5595, 0.7674, 0.6083)
N (-1.6519, 1.4157, -0.1218)
H (2.7887, 4.5881, -2.2181)
H (2.5773, 3.5282, -0.8714)
H (-0.4296, 5.6514, -5.1310)
H (-2.0480, 5.0753, -4.8596)
H (-3.7300, 2.9082, -2.2811)
H (-5.4277, 1.6471, -0.9297)
H (-4.5949, 0.2494, 0.9895)
H (-2.1874, 0.1895, 1.4408)
C (-2.6433, -4.7554, 0.1850)
C (-2.5037, -3.5560, -0.4957)
C (-1.7520, -2.5300, 0.0648)
C (-1.1304, -2.6597, 1.3072)
C (-1.2758, -3.8866, 1.9646)
C (-2.0212, -4.9209, 1.4171)
Si (-0.1142, -1.2078, 2.0380)
C (-1.1923, -0.6021, 3.5114)
C (-0.7354, 0.4813, 4.2720)
C (-1.4826, 1.0161, 5.3109)
C (-2.7304, 0.4841, 5.6143)
C (-3.2096, -0.5869, 4.8744)
C (-2.4465, -1.1216, 3.8414)
C (1.2933, -2.1439, 2.9479)
C (2.2492, -2.8427, 2.1983)
C (3.2691, -3.5595, 2.8071)
C (3.3709, -3.5977, 4.1924)
C (2.4351, -2.9176, 4.9558)
C (1.4109, -2.2074, 4.3381)
H (-3.2196, -5.5656, -0.2475)
H (-2.9529, -3.4199, -1.4717)
H (-1.6320, -1.6161, -0.5117)
H (-0.7887, -4.0358, 2.9233)
H (-2.1121, -5.8608, 1.9502)
H (0.2326, 0.9184, 4.0415)
H (-1.0946, 1.8538, 5.8793)
H (-3.3211, 0.9016, 6.4209)
H (-4.1800, -1.0129, 5.1037)
H (-2.8371, -1.9631, 3.2779)
H (2.1850, -2.8179, 1.1167)
H (3.9878, -4.0933, 2.1947)
H (4.1688, -4.1553, 4.6689)
H (2.4953, -2.9425, 6.0381)
H (0.6884, -1.6941, 4.9626)
F (1.8193, -1.2475, -0.3915)
C (-2.4427, -5.6243, -4.5748)
C (-1.9089, -4.2741, -4.1778)
C (-2.6765, -3.1256, -4.3120)
C (-2.2071, -1.8756, -3.9197)
C (-3.1026, -0.6833, -4.1005)
C (-0.9182, -1.7522, -3.3712)
Se (-0.2932, 0.0082, -2.8985)
C (-0.1257, -2.9024, -3.2483)
C (1.2677, -2.8725, -2.6887)
C (-0.6375, -4.1345, -3.6470)
H (-3.4449, -5.5412, -4.9973)
H (-2.4974, -6.2958, -3.7145)
H (-1.8035, -6.1038, -5.3194)
H (-3.6764, -3.2004, -4.7300)
H (-4.0574, -0.9843, -4.5362)
H (-2.6381, 0.0674, -4.7436)
H (-3.2869, -0.1904, -3.1457)
H (1.6375, -1.8589, -2.5767)
H (1.9418, -3.4448, -3.3314)
H (1.2883, -3.3207, -1.6927)
H (-0.0115, -5.0139, -3.5227)

---

This record from the Open Molecules 2025 dataset describes a molecular structure, C47H44LaN10O2. The level of theory is wB97M-V/def2-TZVPD.

Net charge: -1
HOMO energy (alpha / beta) (eV): -2.943 / -3.563

Atoms and positions in Å:
La (0.0625, -0.0062, -0.2255)
C (0.7896, 6.1345, 0.6782)
C (1.0537, 5.3063, -0.4026)
C (0.5101, 4.0381, -0.4865)
C (-0.3928, 3.5919, 0.4901)
C (-0.6209, 4.4263, 1.5976)
C (-0.0365, 5.6703, 1.6903)
N (-1.0297, 2.3756, 0.3644)
C (-2.3521, 2.3106, 0.5747)
C (-3.2040, 3.4451, 0.5740)
C (-4.5655, 3.3382, 0.7030)
C (-5.1709, 2.0860, 0.8367)
C (-4.3885, 0.9587, 0.8636)
C (-2.9839, 1.0236, 0.7521)
N (-2.1796, -0.0572, 0.8405)
N (-2.7546, -1.1934, 1.2576)
C (-1.9402, -2.2350, 1.4507)
C (-2.5144, -3.4140, 1.9974)
C (-1.7277, -4.5025, 2.2466)
C (-0.3612, -4.4381, 1.9471)
C (0.1316, -3.2630, 1.4139)
N (-0.6035, -2.1886, 1.1682)
H (1.2117, 7.1304, 0.7335)
H (1.6791, 5.6726, -1.2061)
H (0.7452, 3.3921, -1.3245)
H (-1.2719, 4.0630, 2.3806)
H (-0.2523, 6.3022, 2.5431)
H (-2.7635, 4.4263, 0.4468)
H (-5.1705, 4.2365, 0.6882)
H (-6.2486, 2.0202, 0.9179)
H (-4.8250, -0.0211, 0.9834)
H (-3.5709, -3.4216, 2.2160)
H (-2.1526, -5.4016, 2.6744)
H (0.2926, -5.2734, 2.1421)
H (1.1859, -3.1709, 1.1746)
C (4.6653, -1.8419, -2.1289)
N (3.7703, -0.7706, -2.4885)
C (4.1483, 0.2265, -3.3262)
C (3.2975, 1.2042, -3.6793)
C (1.9546, 1.2203, -3.1158)
O (1.1165, 2.0785, -3.4123)
N (1.6454, 0.2256, -2.2394)
C (2.4982, -0.7434, -1.9167)
O (2.1831, -1.6488, -1.1290)
H (5.6966, -1.5418, -2.3158)
H (4.4311, -2.7395, -2.7096)
H (4.5353, -2.0679, -1.0692)
H (5.1646, 0.1725, -3.7004)
H (3.5893, 1.9922, -4.3511)
N (-1.4545, 0.8297, -2.1753)
C (-1.7318, 1.7650, -2.7914)
N (-2.2069, 2.7570, -3.4824)
C (-2.4692, 4.0286, -2.8348)
C (-1.4709, 5.0995, -3.2743)
C (-1.4299, 5.1844, -4.7981)
C (-1.0240, 3.8181, -5.3437)
C (-2.0682, 2.7853, -4.9239)
H (-2.4257, 3.8747, -1.7563)
H (-3.4875, 4.3436, -3.1005)
H (-0.4795, 4.8339, -2.9064)
H (-1.7557, 6.0579, -2.8351)
H (-0.7181, 5.9495, -5.1140)
H (-2.4160, 5.4635, -5.1867)
H (-0.0659, 3.5228, -4.9112)
H (-0.9378, 3.8411, -6.4325)
H (-1.7871, 1.7871, -5.2628)
H (-3.0436, 3.0466, -5.3596)
C (-3.4102, -1.5906, -2.3886)
C (-2.1621, -2.3873, -2.4548)
N (-1.0662, -2.2072, -1.7610)
C (-0.2137, -3.2136, -2.1180)
C (-0.7994, -4.0061, -3.0577)
N (-2.0472, -3.4744, -3.2630)
H (-3.3125, -0.8521, -1.5987)
H (-4.2615, -2.2400, -2.1807)
H (-3.5825, -1.0767, -3.3343)
H (0.7556, -3.2902, -1.6680)
H (-0.4641, -4.8745, -3.5885)
H (-2.7527, -3.8292, -3.8886)
C (2.1114, 0.6436, 0.8858)
C (3.3185, 0.8542, 0.8194)
C (4.6934, 1.1191, 0.7145)
C (5.5862, 0.0014, 0.6863)
C (5.1631, -1.2522, 1.1823)
C (5.9881, -2.3541, 1.1537)
C (7.2701, -2.2677, 0.6188)
C (7.6905, -1.0560, 0.0855)
C (6.8706, 0.0507, 0.1089)
C (5.0929, 2.4942, 0.5751)
C (6.3701, 2.9738, 0.9219)
C (6.6820, 4.3123, 0.8032)
C (5.7409, 5.2241, 0.3493)
C (4.4678, 4.7731, 0.0275)
C (4.1448, 3.4408, 0.1384)
H (4.1657, -1.3269, 1.5950)
H (5.6344, -3.2967, 1.5566)
H (7.9241, -3.1307, 0.6166)
H (8.6735, -0.9801, -0.3654)
H (7.2048, 0.9609, -0.3649)
H (7.1076, 2.2968, 1.3313)
H (7.6697, 4.6627, 1.0780)
H (5.9927, 6.2736, 0.2636)
H (3.7209, 5.4767, -0.3084)
H (3.1498, 3.1008, -0.1197)

---

no.,electronic energy (a.u.),maximum force (eV/A)
1,-3150.13269,10.13
2,-5858.03078,0.71
3,-2547.19641,1.50